The following is a quantum chemistry calculation of 2 unconnected molecules or ions with the total composition C6H12O, from the OMol25 dataset.

Element x y z (Å)
C: -0.374 -1.612 -1.282
C: -1.315 -0.431 -1.267
C: -0.989 0.864 -1.242
C: 0.393 1.442 -1.183
H: -0.459 -2.222 -0.372
H: 0.678 -1.330 -1.364
H: -0.607 -2.259 -2.136
H: -2.379 -0.675 -1.292
H: -1.791 1.607 -1.221
H: 1.148 0.690 -0.942
H: 0.665 1.934 -2.127
H: 0.435 2.201 -0.396
C: -0.265 0.439 2.229
C: 0.955 -0.076 2.274
O: 1.466 -0.840 1.263
H: -0.898 0.271 1.363
H: -0.613 1.050 3.056
H: 1.607 0.095 3.129
H: 2.344 -1.149 1.509

The value obtained for the gap between HOMO and LUMO is 0.3558 hartree. As for the LUMO energy: 0.72 eV. The calculation puts the relative energy (zero: lowest compared OMol25 entry of this formula, charge and spin) at 170.7 kJ/mol. The calculation puts the maximum force at 0.37 eV/Å. The SMILES is C/C=C\C.C=CO.